Molecular formula: C5H42N2O14
Method: DFT, ωB97M-V/def2-TZVPD

## Properties
HOMO-LUMO gap: 9.5385 eV
energy relative to the best compared isomer or geometry (same formula, charge and spin): 122.1 kcal per mole
E_HOMO: -9.8 eV

Positions of all 63 atoms, in Å:
1 C 0.75189 2.06320 3.03938
2 C 1.40800 1.17863 1.89549
3 C 2.56757 0.35101 2.45229
4 C 3.81442 1.08127 2.84627
5 N 0.60957 0.13813 1.16612
6 C -0.67309 0.58392 0.55346
7 N -1.06073 -0.00933 -0.75288
8 H 1.23182 1.83128 3.97067
9 H 0.89407 3.15206 2.67875
10 H -0.30605 1.90348 3.09002
11 H 1.70164 1.80273 1.01878
12 H 2.95372 -0.25905 1.61102
13 H 2.28515 -0.43694 3.15372
14 H 3.79978 1.70939 3.68856
15 H 4.62827 0.34796 3.06732
16 H 4.35780 1.62389 2.06487
17 H 0.39469 -0.52836 1.90327
18 H -1.55264 0.40652 1.15915
19 H -0.45095 1.64127 0.61953
20 H -0.84599 0.63713 -1.51951
21 H -0.80052 -0.97134 -0.98068
22 H 1.63830 -1.47582 -2.71625
23 H 2.62760 -2.04332 -3.58606
24 O 1.84199 -2.37051 -3.14539
25 H 2.15509 -3.22201 0.31213
26 H 1.10504 -2.19099 0.42644
27 O 1.32854 -3.06259 0.76595
28 H -3.44415 -0.51015 -3.59602
29 H -2.25289 -0.32678 -2.89559
30 O -2.62965 -0.03583 -3.78841
31 H 0.49632 -4.59100 -0.41570
32 H 1.42403 -3.95182 -1.35194
33 O 1.19232 -4.84595 -1.06753
34 H -1.47560 -2.27995 2.41041
35 H -1.49577 -0.93024 1.81124
36 O -2.06607 -1.71116 1.90243
37 H -3.00661 -0.01207 0.15536
38 H -4.34834 -0.00213 -0.43723
39 O -3.96320 0.13252 0.44408
40 H 0.18407 -4.90009 0.99974
41 H -0.80864 -4.77434 2.18915
42 O -0.73301 -4.75542 1.22700
43 H 1.21839 0.43237 -2.00763
44 H 2.50881 0.58851 -2.84006
45 O 2.09571 0.01755 -2.18286
46 H -3.42133 2.90452 -0.90062
47 H -3.41185 1.73952 0.25233
48 O -3.17550 2.63198 -0.02482
49 H -0.44167 4.89894 -0.04756
50 H -1.74016 4.09240 -0.13977
51 O -0.86775 4.16833 -0.55672
52 H -0.41622 -1.38945 -4.24930
53 H -0.88511 -0.04355 -3.88704
54 O -0.26720 -0.72912 -3.54763
55 H -1.42198 2.37311 -2.81933
56 H -0.53093 2.73812 -1.60244
57 O -0.63961 2.06075 -2.36143
58 H -4.10473 1.63411 2.91524
59 H -3.59139 3.06893 2.41546
60 O -3.84362 2.54448 3.17400
61 H 5.05837 0.33614 0.06679
62 H 5.12459 1.87481 -0.30169
63 O 5.61807 1.11595 0.06002


Molecular formula: C5H43N2O14
Method: DFT, ωB97M-V/def2-TZVPD

## Properties
HOMO-LUMO gap: 9.7595 eV
energy relative to the best compared isomer or geometry (same formula, charge and spin): 0.0 kcal per mole
E_HOMO: -12.0 eV
net charge: +1

Positions of all 64 atoms, in Å:
1 C 2.63918 -1.34688 1.79838
2 C 1.79140 -0.26421 1.16952
3 C 0.39771 -0.79276 0.87097
4 C -0.53345 0.24233 0.22478
5 C -2.89672 0.93794 0.29618
6 N -1.91838 -0.11229 0.62792
7 N 2.33629 0.35147 -0.08364
8 H 3.59625 -1.06568 2.23502
9 H 2.60856 -2.23999 1.15538
10 H 2.01161 -1.72407 2.62536
11 H 1.76082 0.51376 1.93051
12 H -0.12648 -1.30037 1.69613
13 H 0.51640 -1.53808 0.03536
14 H -0.29725 1.26248 0.59195
15 H -0.47440 0.08841 -0.85129
16 H -3.02852 0.93027 -0.78297
17 H -3.77967 0.71241 0.88207
18 H -2.57755 1.95354 0.57003
19 H -1.91408 -0.25583 1.62952
20 H 2.21798 1.37037 -0.04457
21 H 1.82571 0.04384 -0.93225
22 H 3.31623 0.20291 -0.32872
23 H -0.60844 2.47765 -2.35937
24 H 0.45361 3.66525 -2.26608
25 O 0.09184 2.89703 -1.82290
26 H 3.34504 3.36482 1.64358
27 H 1.86999 3.07129 1.28712
28 O 2.76691 2.59966 1.46966
29 H 2.51279 0.34130 4.36489
30 H 1.72727 1.49984 3.82378
31 O 1.62009 0.68190 4.31785
32 H -1.88477 1.24802 -3.07307
33 H -1.32410 1.14474 -4.54460
34 O -1.47940 1.75252 -3.79565
35 H -3.28543 -0.70426 -1.71883
36 H -4.05889 -0.44960 -3.02851
37 O -3.19018 -0.36916 -2.62906
38 H -0.54054 2.63258 3.84981
39 H 0.52548 2.23880 2.67908
40 O -0.27250 2.70279 2.94443
41 H -0.96639 -2.12771 4.28584
42 H -2.31736 -1.78309 3.55177
43 O -1.34213 -1.75557 3.47627
44 H 0.35741 3.42921 -0.28417
45 H -0.17512 3.83522 1.05719
46 O 0.67186 3.77854 0.59062
47 H -0.72275 -2.23809 -3.40786
48 H -1.75169 -1.28928 -3.87164
49 O -0.79943 -1.32672 -3.73994
50 H -0.15774 -4.30711 -2.54836
51 H -0.84410 -3.17821 -1.77988
52 O 0.04189 -3.45159 -2.14367
53 H -1.44427 -3.24983 1.95972
54 H -1.36079 -4.80172 1.79189
55 O -1.21371 -3.95347 1.32999
56 H -2.15004 -3.77664 -0.56088
57 H -1.67732 -2.41427 -0.19097
58 O -2.26080 -2.86106 -0.82520
59 H 1.98459 2.40816 -2.28110
60 H 3.39659 2.30651 -3.07491
61 O 2.87708 2.02032 -2.32166
62 H 1.37122 -0.82613 -3.12991
63 H 1.11098 -1.99524 -2.05573
64 O 1.63160 -1.20697 -2.28515


Molecular formula: C5H4AgO6
Method: DFT, ωB97M-V/def2-TZVPD

## Properties
HOMO-LUMO gap: 8.8007 eV
energy relative to the best compared isomer or geometry (same formula, charge and spin): 1.8 kcal per mole
E_HOMO: -14.2 eV
net charge: +1

Positions of all 16 atoms, in Å:
1 O -4.49690 -1.52515 0.63772
2 C -5.28420 -2.32584 0.50190
3 O -0.46737 -1.26850 0.88421
4 C 0.64358 -1.28996 0.40295
5 O 1.48382 -0.91833 -1.82884
6 C 0.92541 -0.29166 -2.83949
7 C 0.84237 -1.86522 -0.97806
8 O 1.47552 -0.22183 -3.90615
9 Ag -2.46973 0.06971 1.08103
10 H 1.51065 -0.88006 0.95279
11 H 1.53631 -2.71217 -0.89676
12 H -0.11989 -2.19363 -1.38708
13 O -0.99351 0.68274 -3.85145
14 C -0.48012 0.35430 -2.70001
15 O -1.08214 0.45888 -1.66144
16 H -0.54494 0.20064 -4.57030


In the order shown, the computed largest force on an atom values come out to 3.1, 2.0, 1.6 eV/Å.
In the order shown, the computed DFT total energy values come out to -1378.4501, -1378.9711, -791.0362 Eh.